17
Properties=species:S:1:pos:R:3 method="wB97M-V/def2-TZVPD" de_lowest_kcal_mol=22.8 homo_lumo_gap_ev="8.44 / 3.48" homo_ev="-12.452 / -12.451" fmax_ev_per_a=2.2 total_charge=+1 multiplicity=2
C -1.064 1.082 -2.360
C -0.053 0.140 -1.735
S -0.050 -1.372 -2.827
H -2.115 0.941 -2.104
H -0.993 1.194 -3.438
H -0.877 2.074 -1.926
H 0.954 0.536 -1.823
H -0.339 -0.371 -0.824
H 0.522 -0.851 -3.936
N 0.731 -1.206 3.355
C 0.033 -0.383 2.400
O 0.853 0.389 1.540
H 1.314 -1.862 2.885
H 1.245 -0.617 3.985
H -0.590 -1.041 1.809
H -0.717 0.196 2.944
H 1.146 1.150 2.056


18
Properties=species:S:1:pos:R:3 method="wB97M-V/def2-TZVPD" de_lowest_kcal_mol=7.6 homo_lumo_gap_ev=9.55 homo_ev=-8.815 fmax_ev_per_a=1.3 total_charge=0 smiles=CSSCCN.O
C 1.711 0.230 -0.585
S 0.548 -0.111 0.758
S -0.481 -1.826 0.461
C -1.901 -1.379 -0.580
C -1.494 -0.773 -1.901
N -1.389 0.694 -1.886
H 1.402 1.156 -1.043
H 2.706 0.305 -0.163
H 1.791 -0.539 -1.355
H -2.608 -0.681 -0.115
H -2.445 -2.310 -0.710
H -2.192 -1.005 -2.682
H -0.519 -1.126 -2.239
H -2.297 1.109 -2.052
H -1.122 1.045 -0.981
O 2.824 1.728 4.641
H 3.416 2.077 5.318
H 2.051 1.407 5.115


18
Properties=species:S:1:pos:R:3 method="wB97M-V/def2-TZVPD" de_lowest_kcal_mol=54.7 homo_lumo_gap_ev="6.32 / 6.74" homo_ev="-6.713 / -7.203" fmax_ev_per_a=3.7 total_charge=0 smiles="CSP(C)(C)=PN"
C -0.390 1.355 2.204
S -0.637 1.991 0.468
P -0.026 -0.218 -0.321
C 0.780 -1.798 -0.345
C -1.718 -0.878 -0.039
P 0.169 1.058 -2.279
N 1.863 1.006 -2.205
H 0.556 1.796 2.719
H -0.511 0.237 2.201
H -1.211 1.919 2.777
H 0.035 -2.594 -0.031
H 1.672 -1.808 0.284
H 0.945 -1.896 -1.382
H -2.186 -1.069 -0.925
H -2.355 -0.127 0.550
H -1.630 -1.775 0.547
H 2.184 1.304 -1.332
H 2.460 1.498 -2.890


16
Properties=species:S:1:pos:R:3 method="wB97M-V/def2-TZVPD" de_lowest_kcal_mol=75.5 homo_lumo_gap_ev=7.53 homo_ev=-8.754 fmax_ev_per_a=4.1 total_charge=0
C 0.513 -1.672 0.943
C 0.948 -0.398 0.251
N -0.025 -0.064 -0.787
C 0.429 1.085 -1.593
H 0.512 -2.530 0.306
H 1.170 -1.854 1.820
H -0.551 -1.500 1.303
H 0.967 0.419 1.026
H 1.956 -0.455 -0.253
H -0.778 1.318 0.826
H -0.983 0.098 -0.422
H 0.782 1.976 -1.108
H -0.347 1.437 -2.292
H 1.240 0.700 -2.176
S -2.462 0.346 1.388
H -3.372 1.094 0.768


17
Properties=species:S:1:pos:R:3 method="wB97M-V/def2-TZVPD" de_lowest_kcal_mol=65.4 homo_lumo_gap_ev="6.52 / 7.51" homo_ev="-7.421 / -7.968" fmax_ev_per_a=2.7 total_charge=0
C -0.975 0.808 0.483
C 0.031 -0.007 1.294
C -1.612 -0.084 -0.616
N -0.199 -1.401 1.360
Si -1.664 -1.621 0.457
Si 2.891 0.267 -1.939
H -1.774 1.171 1.121
H -0.458 1.538 -0.081
H 0.965 0.161 0.855
H 0.004 0.457 2.308
H -2.513 0.388 -0.989
H -0.848 -0.051 -1.336
H 0.611 -2.008 1.366
H -2.745 -1.370 1.380
H 3.477 1.317 -2.859
H 1.452 0.373 -2.230
H 3.358 0.061 -0.574


15
Properties=species:S:1:pos:R:3 method="wB97M-V/def2-TZVPD" de_lowest_kcal_mol=12.7 homo_lumo_gap_ev=9.86 homo_ev=-15.113 fmax_ev_per_a=3.0 total_charge=+1
O -2.505 -1.373 0.074
H -1.652 -1.440 0.598
H -3.412 -1.107 0.375
H -2.663 -2.301 -0.290
C 0.356 -0.495 0.281
C 1.565 0.448 0.167
C 1.074 1.753 -0.503
H -0.369 -0.158 1.041
H 0.545 -1.562 0.448
H -0.185 -0.391 -0.667
H 2.251 -0.091 -0.489
H 2.081 0.623 1.107
H 1.855 2.485 -0.686
H 0.809 1.431 -1.512
H 0.249 2.179 0.056


17
Properties=species:S:1:pos:R:3 method="wB97M-V/def2-TZVPD" de_lowest_kcal_mol=56.2 homo_lumo_gap_ev=8.23 homo_ev=-4.170 fmax_ev_per_a=11.1 total_charge=-1
C 0.169 0.389 -0.295
O 1.438 0.245 0.063
C -0.307 -1.089 -0.732
C -1.829 -1.388 -0.773
H 0.010 1.169 -1.023
H -0.465 0.686 0.619
H 0.118 -1.772 0.006
H 0.010 -1.458 -1.713
H -2.410 -1.044 -1.720
H -2.313 -0.693 -0.013
H -1.909 -2.620 -0.495
H 0.374 2.625 -0.160
H 1.762 1.924 -0.329
O 1.375 2.822 -0.445
H 1.262 -0.014 1.473
H 1.433 0.492 2.912
O 1.282 -0.273 2.624


17
Properties=species:S:1:pos:R:3 method="wB97M-V/def2-TZVPD" de_lowest_kcal_mol=20.4 homo_lumo_gap_ev="2.18 / 7.66" homo_ev="4.355 / -1.186" fmax_ev_per_a=3.7 total_charge=-2 multiplicity=2
C -0.302 -0.488 -0.759
O 0.960 0.025 -1.074
C -0.803 0.042 0.564
C -2.087 -0.706 1.032
H -0.364 -1.671 -0.730
H -1.081 -0.207 -1.591
H -1.034 1.181 0.304
H -0.053 0.212 1.497
H -2.633 0.003 1.722
H -1.794 -1.589 1.507
H -2.890 -0.869 0.191
H 3.433 -0.907 -0.030
H 2.220 -0.615 -1.088
O 3.170 -1.057 -0.977
H 1.071 2.973 -0.421
H 1.063 1.424 -0.402
O 1.124 2.251 0.256


18
Properties=species:S:1:pos:R:3 method="wB97M-V/def2-TZVPD" de_lowest_kcal_mol=32.0 homo_lumo_gap_ev=6.78 homo_ev=-3.450 fmax_ev_per_a=3.0 total_charge=-1
C 0.157 0.133 0.653
O 0.773 -0.365 -0.421
C -1.398 0.316 0.560
C -1.720 0.601 -0.864
S -2.873 -0.524 -1.608
H 0.585 1.036 1.003
H 0.484 -0.467 1.528
H -1.928 -0.576 0.957
H -1.640 1.091 1.212
H -0.813 0.552 -1.461
H -2.163 1.617 -0.899
H -2.363 -1.712 -1.557
H 2.719 1.640 0.129
H 1.705 1.232 -1.070
O 2.411 1.959 -0.715
H 2.779 -1.826 0.889
H 1.293 -2.298 0.480
O 1.993 -2.411 1.184


29
Properties=species:S:1:pos:R:3 method="wB97M-V/def2-TZVPD" homo_lumo_gap_ev=8.98 homo_ev=-8.855 fmax_ev_per_a=4.1 total_charge=0
Au 0.842 0.434 1.853
N 3.161 1.149 0.075
N 2.616 2.378 -0.244
C 1.838 3.075 0.494
N 1.468 4.294 0.043
S 1.095 2.701 2.021
H 4.133 1.197 0.413
H 2.725 0.346 -0.369
H 2.672 2.759 -1.233
H 1.961 4.796 -0.675
H 0.732 4.780 0.473
C -1.515 0.170 -0.743
C -1.237 -1.302 -0.507
O -1.480 -2.107 -1.688
P -2.268 -1.862 0.891
O -3.768 -2.039 0.406
O -1.879 -3.398 1.088
O -2.129 -0.913 1.990
P 0.610 -1.623 -0.153
O 0.603 -3.237 -0.329
O 1.504 -0.894 -1.035
O 0.699 -1.558 1.386
H -2.521 0.413 -1.241
H -0.885 0.674 -1.523
H -1.449 0.827 0.135
H -2.384 -2.411 -1.782
H -4.312 -1.357 0.772
H -1.050 -3.685 0.629
H 0.218 -3.607 -1.145


19
Properties=species:S:1:pos:R:3 method="wB97M-V/def2-TZVPD" homo_lumo_gap_ev=6.28 homo_ev=-2.957 fmax_ev_per_a=0.6 total_charge=-1
C 0.462 0.008 2.590
C 0.929 -1.097 1.622
B -0.165 -1.268 0.513
O -1.077 -2.317 0.625
Sb -0.340 0.214 -1.220
C -0.234 1.692 -2.809
F 1.736 0.232 -1.197
H -0.621 -0.008 2.763
H 0.692 0.997 2.194
H 0.937 -0.088 3.571
H 1.081 -2.035 2.171
H 1.875 -0.794 1.166
H -1.950 -2.049 0.920
H -0.305 1.621 -0.075
H -2.122 0.165 -1.237
H -0.245 -1.089 -2.446
H -0.814 2.554 -2.470
H 0.810 1.973 -2.944
H -0.650 1.289 -3.736


28
Properties=species:S:1:pos:R:3 method="wB97M-V/def2-TZVPD" de_lowest_kcal_mol=0.0 homo_lumo_gap_ev=6.66 homo_ev=-4.101 fmax_ev_per_a=1.3 total_charge=-1
Cd -0.527 -0.442 1.449
Br -2.655 0.127 -0.319
Br -1.811 -0.759 3.675
Br 2.133 -0.689 2.502
C -0.335 2.915 1.329
O -0.283 1.748 1.646
N -1.137 3.344 0.302
N 0.425 3.872 1.938
H -1.041 4.281 -0.043
H -1.678 2.639 -0.181
H 0.420 4.844 1.690
H 0.957 3.644 2.759
C 1.357 0.360 -1.444
O 0.746 -0.173 -0.543
N 1.684 -0.313 -2.596
N 1.616 1.698 -1.432
H 2.101 0.185 -3.357
H 1.593 -1.310 -2.572
H 1.309 2.206 -0.623
H 2.168 2.168 -2.123
C -0.759 -3.409 0.051
O -0.466 -2.474 0.770
N -1.156 -3.204 -1.242
N -0.661 -4.707 0.461
H -1.351 -3.972 -1.853
H -1.311 -2.240 -1.497
H -0.364 -4.894 1.400
H -0.972 -5.443 -0.143


21
Properties=species:S:1:pos:R:3 method="wB97M-V/def2-TZVPD" de_lowest_kcal_mol=0.0 homo_lumo_gap_ev=9.01 homo_ev=-8.841 fmax_ev_per_a=4.4 total_charge=0 smiles="C[Si](C)(C)Cl.N/N=P/S"
C -1.944 -0.357 -1.225
Si -0.294 0.337 -0.614
C 0.739 1.578 -1.810
C -0.626 1.048 1.104
Cl 1.245 -0.972 -0.442
H -1.811 -1.355 -1.728
H -2.538 -0.466 -0.367
H -2.459 0.275 -1.819
H 0.339 2.613 -1.810
H 1.724 1.850 -1.387
H 0.950 1.071 -2.777
H -0.930 2.026 1.031
H -1.472 0.598 1.542
H 0.151 0.887 1.879
N 0.346 -2.982 2.251
N 0.676 -1.911 3.050
P 1.750 -0.867 2.943
S 1.527 0.034 4.988
H -0.619 -3.288 2.388
H 0.421 -2.867 1.183
H 0.827 1.063 4.381